Record 1
This record from OMol25 describes a single C4H6N2O molecule. The level of theory is the ωB97M-V functional and the def2-TZVPD basis.

```
13
Properties=species:S:1:pos:R:3:forces:R:3
C -0.474252 -0.079682 2.160248 0.0 0.0 0.0
C 0.005683 -0.062042 0.751963 0.4 -0.1 0.1
C 1.240739 -0.279509 0.269810 0.1 -0.1 0.3
N 1.299277 -0.049344 -1.096062 -0.4 -0.3 -0.2
C 0.066695 0.205103 -1.387890 0.1 -0.2 -0.1
N -0.473024 0.193968 -2.637181 -0.1 0.2 0.0
O -0.786695 0.294460 -0.337486 0.1 -0.2 -0.1
H -1.497082 -0.439476 2.299866 0.1 0.0 -0.2
H 0.195219 -0.760771 2.696818 -0.2 0.1 0.0
H -0.382698 0.903031 2.636122 -0.1 -0.1 -0.1
H 2.081777 -0.688956 0.806371 0.1 0.3 0.1
H -1.437052 0.442092 -2.753887 0.0 0.2 0.0
H 0.161414 0.321127 -3.408692 -0.1 0.0 0.1
```
Forces are in eV/Å.

Properties
Lowest unoccupied orbital energy (eV): 0.94
ΔE to the lowest compared entry with this formula, charge and spin (kcal/mol): 16.4
Multiplicity: 1


Record 2
This record from OMol25 describes a molecular structure, C18H20N5O11P2PtS2 at a distorted geometry. The level of theory is the ωB97M-V functional and the def2-TZVPD basis.

```
59
Properties=species:S:1:pos:R:3:forces:R:3
Pt 0.421129 0.245672 1.367945 -0.6 -0.8 0.5
O 4.059035 2.710685 1.422527 0.1 -0.1 0.1
P 2.616734 2.214377 1.931407 0.5 0.5 -0.1
O 2.318189 2.839344 3.250990 -0.2 0.2 0.0
O 2.585430 0.708415 1.794156 -0.4 0.2 0.0
O 1.649991 2.835573 0.779786 -0.2 0.3 0.4
P 0.156376 3.440360 1.132955 0.0 -0.2 -0.2
O 0.428504 4.537597 2.248382 0.3 -0.3 0.2
O -0.426406 4.023002 -0.091182 -0.1 0.1 -0.1
O -0.602136 2.262195 1.751071 0.4 0.0 -0.2
H 4.329210 3.454318 1.978016 -0.1 -0.1 -0.1
H 1.024982 4.106919 2.918645 -0.2 0.2 -0.2
S 0.347206 0.629318 3.903771 -0.3 -0.5 -0.1
C -0.727643 -0.518221 4.560736 0.4 0.4 -0.2
C -0.886397 -0.546806 5.968209 -0.1 -0.1 0.3
C -1.696058 -1.467689 6.572434 0.2 0.2 0.0
C -2.400868 -2.401947 5.788994 -0.1 -0.1 -0.2
C -2.290096 -2.383071 4.424022 -0.1 -0.1 0.3
C -1.464214 -1.439773 3.772363 -0.1 0.0 -0.5
S -1.422827 -1.446668 2.065294 0.3 0.3 0.3
H -0.339777 0.182485 6.553191 0.0 0.0 0.0
H -1.792804 -1.484037 7.650386 0.0 0.0 0.0
H -3.034851 -3.133699 6.274058 0.0 0.0 0.0
H -2.834093 -3.089070 3.809584 0.0 0.0 0.0
O 1.381381 -1.769947 0.969232 -0.1 0.2 -0.2
C 1.730788 -1.485767 -0.214663 0.5 -0.1 0.1
O 1.576398 -0.365759 -0.730980 -0.3 0.0 -0.1
C 2.401935 -2.589307 -0.992061 0.0 0.0 0.1
C 3.051776 -3.611297 -0.308434 0.0 0.0 0.0
C 3.650731 -4.651504 -1.004562 0.0 0.0 0.1
C 3.585493 -4.692491 -2.385289 0.0 0.0 -0.3
C 2.932481 -3.666647 -3.056351 0.0 0.0 0.7
C 2.346649 -2.609549 -2.375127 0.0 0.1 -0.3
N 2.858540 -3.710417 -4.511212 0.1 0.0 -0.5
O 3.402424 -4.640030 -5.086159 0.0 0.0 0.1
O 2.269479 -2.815240 -5.085691 0.0 0.0 0.1
H 3.069909 -3.576669 0.772330 0.0 0.0 0.0
H 4.156110 -5.442290 -0.465837 0.0 0.0 0.0
H 4.022444 -5.499754 -2.953496 0.0 0.0 0.0
H 1.851022 -1.812091 -2.909728 0.0 0.0 0.0
C -1.910714 1.757287 -4.513181 -0.1 0.1 0.0
C -2.834620 2.576306 -3.614465 0.1 -0.1 0.1
C -2.085129 3.733529 -2.959450 -0.1 0.0 0.0
C -3.526753 1.672943 -2.581852 -0.1 0.2 -0.3
N -2.604268 0.957439 -1.722351 0.1 0.0 0.3
C -1.871159 1.377641 -0.687083 0.1 -0.2 -0.1
N -1.172604 0.342521 -0.274459 0.0 0.1 0.1
N -1.494265 -0.703498 -1.052469 0.1 -0.1 0.1
N -2.357715 -0.352981 -1.919015 0.0 0.1 -0.2
H -1.472875 2.392963 -5.283611 0.0 0.0 0.0
H -2.448114 0.942567 -5.002571 0.0 0.0 0.0
H -1.092170 1.325625 -3.934526 0.0 0.0 0.0
H -3.647623 2.986758 -4.222907 0.0 0.0 0.0
H -1.213494 3.395523 -2.399630 0.0 0.0 0.0
H -2.720887 4.283693 -2.262730 0.0 0.0 0.0
H -1.735499 4.432673 -3.720284 0.0 0.0 0.0
H -4.097693 0.900133 -3.094941 0.0 0.0 0.1
H -4.202673 2.258990 -1.958628 0.0 0.0 0.1
H -1.817918 2.379372 -0.285563 0.0 0.0 0.0
```
Forces are in eV/Å.

Properties
Net charge: -1
Lowest unoccupied orbital energy (alpha / beta) (eV): 1.62 / 0.29
Multiplicity: 5


Record 3
This record from OMol25 describes a molecular structure, C46H53I3InN2O4P2 at a distorted geometry. The level of theory is the ωB97M-V functional and the def2-TZVPD basis.

```
111
Properties=species:S:1:pos:R:3:forces:R:3
In -0.912315 0.138929 -0.177952 -0.2 0.1 0.0
I -3.274315 2.186929 -2.904652 -0.1 -0.2 -0.2
C -4.053915 0.269029 -3.426552 0.2 -0.1 0.1
I -2.553915 -1.270771 -3.499452 -0.3 0.3 -0.2
H -4.496015 0.349329 -4.413152 0.1 0.0 0.1
H -4.787315 -0.004871 -2.676052 0.1 0.0 0.0
I 1.497085 1.687129 0.704048 1.0 0.0 0.2
C 3.256985 0.511529 0.390548 -0.3 0.0 0.4
C 4.063585 0.402529 1.496248 -0.7 0.3 -0.2
C 5.367485 -0.093871 1.397248 0.2 0.0 -0.3
C 5.867485 -0.381071 0.161548 -0.1 0.0 0.3
C 5.061185 -0.281271 -0.990652 -0.2 0.1 0.0
C 5.651085 -0.504771 -2.249552 -0.2 0.0 -0.2
C 4.911985 -0.385771 -3.389352 0.3 0.0 0.2
C 3.538785 -0.147871 -3.291752 -0.1 0.1 0.3
C 2.899985 0.040929 -2.081252 -0.1 0.0 -0.1
P 1.038185 0.066829 -2.285152 0.0 0.0 -0.2
C 0.910485 -1.414671 -3.350852 -0.2 0.1 0.1
C 0.835885 -2.635171 -2.683552 0.0 0.1 0.1
C 0.886685 -3.822171 -3.392752 0.0 -0.1 -0.1
C 0.989785 -3.801271 -4.774452 0.0 0.0 0.0
C 1.028585 -2.589071 -5.442752 0.0 0.1 -0.1
C 0.995185 -1.399271 -4.740052 -0.1 0.0 0.1
C 0.906685 1.534229 -3.348352 -0.1 0.0 0.1
C 1.750085 2.615829 -3.097352 0.0 0.0 0.0
C 1.669785 3.755029 -3.876652 0.0 0.0 0.0
C 0.735785 3.828029 -4.896752 0.0 0.0 -0.1
C -0.122915 2.767829 -5.133452 0.0 0.1 0.0
C -0.042515 1.622829 -4.361152 0.1 -0.1 0.0
C 3.677085 0.083629 -0.892252 0.2 0.0 -0.1
H 3.690585 0.740229 2.448948 0.0 0.0 0.2
H 5.973185 -0.180971 2.284548 0.1 0.0 0.1
H 6.898585 -0.666771 0.028348 0.1 -0.1 0.0
H 6.703885 -0.742471 -2.290952 0.1 0.0 0.0
H 5.373385 -0.506071 -4.357452 0.0 0.0 -0.1
H 2.975685 -0.124171 -4.211552 0.0 0.0 0.0
H 0.738185 -2.647871 -1.607652 0.0 0.0 0.1
H 0.864685 -4.765371 -2.866852 -0.1 -0.1 0.1
H 1.041385 -4.722271 -5.334152 0.0 -0.1 0.0
H 1.101885 -2.557871 -6.518352 0.0 -0.1 -0.1
H 1.040285 -0.464871 -5.277852 0.0 0.1 -0.1
H 2.471785 2.563729 -2.292552 0.1 0.0 -0.1
H 2.344885 4.579829 -3.702152 0.0 0.1 0.1
H 0.681785 4.707629 -5.518052 0.0 0.1 -0.1
H -0.859815 2.837629 -5.918452 -0.1 0.0 -0.1
H -0.703215 0.789929 -4.553652 -0.1 0.0 0.0
C -1.624315 5.035129 -1.425052 0.1 -0.2 0.0
C -0.503315 4.130929 -0.912352 -0.1 0.0 0.0
C -0.512715 4.022329 0.584148 -0.1 0.0 0.1
C 0.255685 4.898129 1.340048 -0.1 -0.1 0.0
C 0.234685 4.842029 2.720948 0.0 0.0 0.0
C -0.584415 3.931629 3.362048 0.0 0.0 -0.1
C -1.374415 3.038629 2.650348 0.1 -0.1 -0.2
C -2.247115 2.088329 3.421648 -0.2 0.0 0.1
C -3.367515 2.841929 4.141248 0.1 -0.2 0.0
C -1.313315 3.071829 1.242848 0.5 0.9 0.7
N -1.954915 2.083829 0.503448 0.0 -1.2 -0.7
C -3.219415 1.851629 0.638848 -0.3 0.2 -0.2
C -3.806215 0.647229 0.217248 -0.7 -0.3 0.1
C -5.142915 0.221929 0.262248 0.3 0.3 0.0
C -5.141315 -1.117171 -0.100852 0.0 -0.2 0.0
C -3.809015 -1.470971 -0.330152 -0.2 -0.1 -0.1
N -3.019715 -0.407371 -0.166152 0.9 0.3 0.0
H -1.567915 5.116929 -2.507852 0.0 0.1 -0.2
H -1.542915 6.029729 -0.993352 -0.1 0.1 0.0
H -2.597215 4.621129 -1.164752 -0.1 0.1 0.1
H 0.454585 4.546029 -1.226652 0.1 -0.1 -0.1
H -0.617115 3.139229 -1.364152 0.1 0.1 -0.1
H 0.891585 5.608929 0.835648 0.1 0.1 -0.1
H 0.862585 5.501729 3.297648 0.1 0.1 0.1
H -0.603315 3.893929 4.441648 0.0 0.0 0.1
H -1.631215 1.563829 4.156848 0.0 0.0 -0.1
H -2.681615 1.330329 2.766848 0.2 0.0 0.2
H -2.958315 3.580929 4.824248 0.0 0.1 0.1
H -3.983315 2.155929 4.715548 -0.1 -0.1 0.1
H -4.007215 3.364329 3.433248 -0.1 0.1 -0.1
H -3.866015 2.596429 1.101248 0.1 0.0 0.0
H -5.990315 0.829329 0.521548 -0.1 0.1 0.1
H -5.993115 -1.768471 -0.166252 -0.1 -0.1 0.0
H -3.397615 -2.438571 -0.563052 0.0 0.0 -0.1
C 2.508185 -3.137571 0.918248 -0.1 0.1 0.1
C 2.050485 -2.997371 2.365948 0.9 -0.6 0.0
C 1.468185 -4.316971 2.861648 -0.1 0.3 0.0
C 3.215685 -2.578971 3.263048 -0.3 0.0 -0.2
O 1.102685 -1.921571 2.486848 -0.6 0.2 0.0
P -0.270915 -1.734771 1.726848 0.4 -0.6 0.6
O -0.073815 -1.813171 0.217448 -0.1 0.1 -0.5
O -0.782415 -0.368571 2.085848 -0.3 0.4 -0.3
O -1.253315 -2.912971 2.096248 0.6 0.2 -0.4
C -2.111715 -2.944871 3.256448 -0.7 -0.2 0.8
C -3.359115 -2.123671 2.948048 0.3 -0.1 -0.1
C -2.463515 -4.420871 3.448648 0.2 0.4 -0.1
C -1.393315 -2.379471 4.474248 0.1 -0.1 -0.2
H 3.326685 -3.849571 0.860848 0.1 -0.1 0.0
H 2.854385 -2.180271 0.531148 0.0 0.0 0.0
H 1.685685 -3.487971 0.299448 0.1 -0.1 -0.1
H 2.206785 -5.104771 2.744448 0.1 -0.1 0.0
H 0.582085 -4.580971 2.294748 -0.1 -0.1 -0.1
H 1.209185 -4.237571 3.913348 -0.1 -0.1 0.2
H 3.938585 -3.384371 3.337348 0.1 -0.1 0.0
H 2.843985 -2.348171 4.257248 0.0 0.0 0.1
H 3.707085 -1.699371 2.859148 0.0 0.0 0.0
H -3.844515 -2.516071 2.059748 -0.1 0.0 0.0
H -3.076115 -1.089271 2.773148 -0.1 0.1 -0.1
H -4.054315 -2.165071 3.779448 -0.1 0.0 0.2
H -2.837915 -4.833771 2.515548 -0.1 0.0 -0.1
H -3.223915 -4.528171 4.215648 -0.1 0.0 0.1
H -1.584415 -4.984671 3.749048 0.1 -0.1 0.0
H -1.097115 -1.353171 4.272448 0.0 0.1 0.2
H -0.503515 -2.961471 4.699048 0.1 -0.1 0.1
H -2.044815 -2.395071 5.343848 -0.1 0.0 0.0
```
Forces are in eV/Å.

Properties
Net charge: +1
Lowest unoccupied orbital energy (eV): -2.96
ΔE to the lowest compared entry with this formula, charge and spin (kcal/mol): 2.5
Multiplicity: 1


Record 4
This record from OMol25 describes a molecular structure, C5H4N at a distorted geometry. The level of theory is the ωB97M-V functional and the def2-TZVPD basis.

```
10
Properties=species:S:1:pos:R:3:forces:R:3
C -1.423741 0.524832 0.032816 3.5 -2.4 0.1
C -0.854385 -0.762534 -0.032803 -2.2 -0.1 0.7
C -2.630020 0.972115 -0.017875 -1.2 0.6 0.0
C 0.267179 0.806991 0.001303 -2.0 -2.0 3.9
C 0.916533 -0.677142 0.017538 3.1 0.6 -1.1
N -0.192006 -1.763717 0.062220 -0.1 0.7 -0.5
H 0.263174 1.144199 -0.936825 1.1 2.3 -3.2
H 0.479404 1.294375 0.950041 0.2 0.6 -0.6
H 1.550799 -0.694704 -0.941243 -1.3 -0.6 1.3
H 1.623066 -0.844414 0.864828 -1.1 0.2 -0.3
```
Forces are in eV/Å.

Properties
Net charge: +1
Lowest unoccupied orbital energy (eV): -6.93
ΔE to the lowest compared entry with this formula, charge and spin (kcal/mol): 111.3
Multiplicity: 1